No. 1
Entry from the OMol25 dataset: a structure of composition C16H30Cl4N2O12S3 in a non-equilibrium geometry (wB97M-V/def2-TZVPD).

The geometry in XYZ format:
```
67
Properties=species:S:1:pos:R:3:forces:R:3:lowdin_charge:R:1
C 2.1636 3.3004 0.4716 -0.60 0.43 0.31 -0.101
C 0.9156 4.2250 0.7286 0.43 -1.05 0.06 -0.128
O 0.2962 3.6072 1.8762 0.80 -0.35 0.44 -0.208
S 1.3931 2.7896 2.7528 -1.25 2.17 1.60 0.547
O 0.9448 1.4658 2.8706 -0.46 -1.72 -0.47 -0.221
O 1.6810 3.4939 3.9488 0.05 0.13 0.09 -0.209
O 2.5927 2.9579 1.8169 0.90 0.12 -1.35 -0.177
H 2.9380 3.8575 0.0247 1.05 0.72 -0.32 0.112
H 2.1051 2.3742 -0.1062 -0.90 0.18 0.06 0.136
H 0.1615 4.1091 -0.0359 0.10 0.35 -0.45 0.098
H 1.1769 5.2944 0.9371 -0.11 -1.04 -0.18 0.150
C 2.1009 1.9361 -6.4969 1.40 -0.63 0.39 -0.088
C 2.5173 0.4845 -6.0725 0.47 0.35 -0.64 -0.117
O 2.0926 0.4725 -4.6967 0.06 -1.20 -0.61 -0.211
S 2.0992 1.8855 -4.0580 1.27 0.36 2.42 0.478
O 3.2439 1.9786 -3.2032 -0.92 0.11 0.50 -0.234
O 0.7827 2.1818 -3.6061 0.15 -0.22 0.00 -0.290
O 2.5046 2.6937 -5.2988 -0.67 0.43 -2.35 -0.198
H 1.0271 1.9284 -6.6267 -0.24 0.50 -0.07 0.126
H 2.6641 2.3984 -7.3241 -0.45 -0.45 0.33 0.143
H 3.6197 0.2311 -6.2109 -1.39 0.53 0.50 0.156
H 1.8985 -0.2841 -6.5259 0.15 0.05 -0.37 0.130
C 1.9854 -1.8730 3.0851 -0.06 -0.03 2.16 -0.159
C 0.9142 -1.1944 3.9830 0.30 -1.85 -0.89 -0.124
O 0.5605 -2.3689 4.8014 -0.02 -0.38 -0.27 -0.215
S 0.5204 -3.6829 3.8892 2.15 -0.97 1.03 0.585
O -0.7355 -3.8748 3.3018 -1.80 -0.06 -0.57 -0.229
O 1.1312 -4.7742 4.5986 -0.48 1.26 -0.45 -0.226
O 1.4848 -3.1588 2.7183 -0.30 -0.01 0.98 -0.187
H 2.8444 -1.9266 3.7584 0.26 -0.61 -0.22 0.134
H 2.3023 -1.4783 2.1871 0.25 1.56 -1.77 0.106
H 0.0141 -0.9458 3.4168 0.27 0.76 0.36 0.072
H 1.3920 -0.5079 4.6787 -0.62 0.35 -0.36 0.136
C -0.6607 4.9785 -2.9622 -0.49 -1.22 -0.58 -0.993
Cl 1.0823 5.1472 -2.8333 0.21 0.39 0.41 0.559
Cl -1.0989 4.8337 -4.6974 -0.15 0.32 0.21 0.493
H -0.9558 3.9848 -2.5630 0.26 0.92 0.13 0.004
H -1.1874 5.8297 -2.5207 0.27 -0.31 -0.14 0.037
C -1.5981 0.7903 0.5606 -1.92 0.23 0.66 -0.999
Cl -1.3738 1.0913 -1.1501 0.04 0.23 -0.64 0.569
Cl -1.2684 -0.9085 0.9443 0.18 -0.05 0.10 0.581
H -0.9025 1.4505 1.0734 -0.25 -0.30 0.31 -0.009
H -2.7016 0.9698 0.8343 1.95 -0.10 -0.31 0.052
C 1.3411 -2.9830 -1.5555 -0.70 -0.57 1.00 -0.103
C 0.7958 -1.7824 -2.2694 -1.11 0.34 0.71 -0.277
C -0.5794 -2.0693 -2.9179 1.02 1.17 -0.90 -0.195
C -0.5205 -3.0601 -3.9818 -0.35 -1.31 -0.79 -0.246
N -0.5734 -3.9129 -4.7637 0.27 0.96 0.62 0.136
H 1.1605 -3.8761 -2.1537 0.09 -0.18 0.09 0.073
H 0.8393 -3.1053 -0.5665 0.35 -0.13 -0.65 0.080
H 2.4022 -2.9091 -1.3882 0.42 0.06 0.14 0.069
H 1.5415 -1.4441 -2.9596 0.05 0.50 -0.67 0.088
H 0.5281 -0.9809 -1.5545 0.68 -0.18 -0.31 0.061
H -0.9238 -1.1072 -3.3867 -0.19 -0.93 0.70 0.120
H -1.2289 -2.4668 -2.1495 -0.49 0.28 0.11 0.113
C -4.7499 -3.1203 3.2332 -1.65 -0.58 1.78 -0.086
C -4.2850 -2.5781 4.6041 0.26 2.40 -2.66 -0.201
C -2.9847 -1.7490 4.3724 -0.33 0.25 1.53 -0.194
C -3.2657 -0.4220 3.8658 -0.79 1.51 -0.59 -0.245
N -3.5567 0.5823 3.3657 0.43 -0.94 0.54 0.151
H -4.0782 -3.8700 2.8711 0.14 -0.84 -0.03 0.067
H -4.8395 -2.4273 2.4430 0.30 1.51 -0.59 0.051
H -5.8129 -3.4472 3.3418 0.92 -0.51 -0.13 0.087
H -4.0789 -3.2974 5.3175 0.33 -1.81 1.14 0.078
H -5.0251 -1.9023 5.0343 -0.10 -0.06 -0.04 0.110
H -2.3607 -2.1437 3.6067 0.63 -1.00 -0.40 0.055
H -2.4134 -1.6908 5.3219 -0.12 0.14 -0.62 0.132
```
Positions in Å, forces in eV/Å.

Output
spin multiplicity = 1
charge = 0
total energy = -127220.1705 eV

No. 2
Entry from the OMol25 dataset: a structure of composition C16H30MoN2OP2S in a non-equilibrium geometry (wB97M-V/def2-TZVPD).

The geometry in XYZ format:
```
53
Properties=species:S:1:pos:R:3:forces:R:3:mulliken_spin:R:1
Mo -0.9156 -0.1938 0.0163 3.76 1.77 1.06 1.767
P -0.5824 2.2452 1.1483 0.57 -1.99 -1.39 -0.073
P 0.2215 -2.3931 -0.5027 -0.64 0.12 -0.26 -0.040
N -0.6889 0.4565 -1.6130 0.11 0.85 -1.75 0.099
H -1.5504 0.9525 1.0023 -1.94 0.06 0.39 -0.050
C 1.1272 2.7937 1.2111 0.71 1.15 0.54 -0.024
H 1.2045 3.6413 1.9093 0.29 -0.04 -0.14 -0.003
H 1.4744 3.1328 0.2240 -0.21 -0.26 0.23 0.008
H 1.7786 1.9813 1.5569 -0.31 0.24 -0.15 -0.005
C -1.3117 2.5037 2.7948 0.15 0.09 0.02 -0.001
H -1.1056 3.5208 3.1461 -0.08 -0.17 0.02 0.000
H -0.8874 1.7702 3.4942 -0.10 0.22 -0.17 -0.001
H -2.3943 2.3337 2.7388 0.27 0.06 -0.01 0.002
C -1.4636 3.2974 -0.0430 0.08 0.30 0.27 0.011
H -1.6242 4.2893 0.3952 -0.01 -0.04 -0.22 0.002
H -2.4300 2.8350 -0.2821 0.29 0.12 0.07 0.002
H -0.8651 3.3774 -0.9602 -0.19 -0.07 0.24 0.000
C 1.9909 -2.6488 -0.7414 0.43 0.02 0.02 0.008
H 2.1666 -3.6412 -1.1778 0.02 0.18 0.08 -0.004
H 2.4928 -2.5549 0.2353 -0.23 -0.13 -0.54 0.007
H 2.3893 -1.8777 -1.4097 -0.08 -0.15 0.07 0.002
C -0.2230 -3.7645 0.6244 -0.03 -0.09 -0.07 -0.002
H 0.1319 -4.7286 0.2315 -0.10 0.23 0.11 0.001
H -1.3103 -3.7990 0.7662 0.24 0.01 -0.04 0.004
H 0.2467 -3.5714 1.5998 -0.13 -0.08 -0.32 -0.002
C -0.5261 -2.7750 -2.1384 0.17 -0.46 0.00 0.020
H -0.2862 -3.8024 -2.4444 -0.08 0.16 -0.03 0.003
H -0.1316 -2.0735 -2.8858 -0.08 -0.11 0.27 0.000
H -1.6150 -2.6464 -2.0928 0.28 -0.05 0.06 -0.004
C -0.7547 0.9633 -2.8850 0.20 -0.42 0.91 -0.065
C 0.2855 2.0017 -4.8175 -0.23 -0.13 0.04 -0.059
C 0.3834 1.5310 -3.5136 -0.12 -0.11 -0.02 0.104
C -1.9752 0.8861 -3.5906 0.01 0.01 -0.21 0.118
C -2.0518 1.3625 -4.8923 0.24 -0.02 0.18 -0.056
C -0.9276 1.9206 -5.5122 -0.04 0.08 -0.15 0.115
H 1.1608 2.4208 -5.3146 -0.19 -0.08 0.16 -0.003
H 1.3249 1.5435 -2.9584 -0.28 0.07 -0.21 0.013
H -2.8173 0.4027 -3.0880 0.19 0.24 -0.25 0.014
H -2.9898 1.2799 -5.4357 0.13 0.04 0.05 -0.003
H -0.9990 2.2798 -6.5410 0.05 -0.10 0.34 0.010
C 2.3285 -1.3570 3.1520 0.51 0.01 -1.47 0.007
O 2.7649 -1.6907 2.0485 -0.67 0.26 1.63 -0.001
C 2.8615 -0.0989 3.7962 0.04 -0.13 0.19 -0.002
H 2.5078 -0.0461 4.8288 0.20 0.31 -0.13 0.000
H 2.5556 0.7939 3.2325 0.00 -0.32 0.17 0.001
H 3.9570 -0.1560 3.7579 -0.26 0.12 0.09 0.000
C 1.2862 -2.1647 3.8846 0.38 -0.12 -0.06 0.013
H 1.5595 -3.2149 3.7464 -0.30 0.05 0.03 0.001
H 0.2915 -1.9720 3.4612 0.18 -0.05 0.06 -0.002
H 1.2656 -1.9272 4.9512 -0.05 -0.05 -0.17 0.000
S -3.0866 -0.8362 0.2526 -1.82 -1.66 1.35 0.038
C -2.3066 -1.1718 1.7643 -1.14 -0.64 1.91 -0.008
N -1.9372 -1.4112 2.8696 -0.21 0.72 -2.80 0.040
```
Positions in Å, forces in eV/Å.

Output
spin multiplicity = 3
expectation value of S² = 2.04
charge = 0
total energy = -53372.0864 eV
energy relative to the best compared isomer or geometry (same formula, charge and spin) = 71.0 kJ/mol

No. 3
Entry from the OMol25 dataset: a structure of composition C16H30MoN4 in a non-equilibrium geometry (wB97M-V/def2-TZVPD).

The geometry in XYZ format:
```
51
Properties=species:S:1:pos:R:3:forces:R:3:mulliken_spin:R:1
Mo -0.1259 -0.1261 -0.9203 1.47 1.42 0.60 2.323
N 1.8358 -0.1046 -1.9510 -0.12 -0.18 -0.09 0.017
C 1.6447 -0.4128 -3.3997 -0.18 -0.14 -0.16 -0.032
C 0.4850 -1.3867 -3.5949 0.30 0.11 -0.05 0.001
N -0.7692 -0.9460 -2.9120 -0.20 -0.56 -0.35 -0.050
C -1.6483 -0.0420 -3.7041 0.02 0.39 -0.03 0.011
C -1.1868 1.4084 -3.6311 -0.10 -0.22 -0.08 0.000
N -0.9412 1.7823 -2.2171 0.14 -0.43 0.22 0.017
H 2.3499 0.7669 -1.8514 0.02 0.07 0.07 0.002
H 2.4351 -0.8087 -1.5256 0.03 -0.07 0.06 0.005
H 2.5437 -0.8540 -3.8293 0.04 0.04 0.03 -0.002
H 1.4641 0.5207 -3.9245 0.04 0.05 0.03 -0.001
H 0.7657 -2.3520 -3.1699 -0.08 -0.02 0.00 0.013
H 0.3206 -1.5324 -4.6648 -0.06 -0.02 0.02 0.009
H -1.3126 -1.7940 -2.7666 0.01 -0.04 -0.01 0.022
H -2.6523 -0.1142 -3.2824 0.00 -0.08 0.02 0.000
H -1.7027 -0.3599 -4.7473 0.00 -0.07 0.03 0.002
H -1.9448 2.0419 -4.0922 0.02 0.03 0.01 0.002
H -0.2698 1.5516 -4.1959 0.03 0.06 0.01 -0.002
H -1.8110 2.0826 -1.7852 -0.05 0.04 0.02 0.002
H -0.3289 2.5907 -2.1699 0.01 0.06 0.03 0.000
C 3.0985 0.8097 1.8765 -0.13 0.10 0.21 -0.007
C 1.9880 1.5564 2.6297 -0.02 0.00 -0.15 -0.005
C 1.4970 2.7815 1.8402 0.06 -0.15 0.24 -0.012
C 0.8496 0.6414 3.0485 0.05 -0.02 -0.65 0.000
C 0.5560 0.4725 4.3907 -0.08 -0.04 0.08 0.021
C -0.4940 -0.3309 4.8086 0.01 0.01 -0.01 -0.040
C -1.2876 -0.9934 3.8820 -0.04 -0.10 0.13 0.013
C -1.0283 -0.8953 2.5312 0.30 0.28 -0.31 -0.030
C -1.9081 -1.6182 1.5276 0.13 -0.10 -0.05 0.004
C -1.2173 -2.8256 0.8780 -0.14 0.13 0.08 0.015
C -2.5464 -0.6999 0.4773 -0.02 -0.37 0.48 -0.018
C 0.0573 -0.0735 2.1106 -0.49 -0.28 1.48 0.014
N 0.2328 0.0096 0.7719 0.24 0.07 -1.50 -0.347
H 3.9368 1.4818 1.6920 0.00 -0.03 -0.02 0.000
H 2.7328 0.4396 0.9178 0.02 -0.04 -0.09 0.011
H 3.4613 -0.0398 2.4548 0.02 -0.01 -0.03 0.001
H 2.4282 1.9362 3.5529 -0.02 -0.04 0.04 -0.001
H 1.1256 2.4937 0.8573 -0.05 -0.02 -0.13 0.009
H 2.3204 3.4823 1.7018 -0.02 0.01 -0.02 0.000
H 0.6966 3.2957 2.3729 0.01 0.02 -0.02 0.001
H 1.1573 0.9895 5.1276 0.01 0.01 -0.02 -0.002
H -0.7046 -0.4376 5.8640 0.01 0.01 0.00 0.000
H -2.1146 -1.6027 4.2260 0.00 0.01 -0.02 -0.001
H -2.7498 -2.0136 2.1010 -0.05 0.05 -0.02 0.001
H -0.3927 -2.5094 0.2232 0.04 -0.07 0.01 0.001
H -1.9302 -3.4023 0.2869 0.03 0.00 -0.04 -0.008
H -0.7957 -3.4848 1.6346 0.03 0.00 -0.01 0.005
H -1.8133 -0.3083 -0.2937 -1.42 -0.07 0.27 0.042
H -3.0046 0.1776 0.9307 0.12 0.13 -0.13 -0.001
H -3.3021 -1.2441 -0.0873 0.07 0.06 -0.18 -0.007
```
Positions in Å, forces in eV/Å.

Output
spin multiplicity = 3
expectation value of S² = 2.11
charge = +2
total energy = -24880.0081 eV
energy relative to the best compared isomer or geometry (same formula, charge and spin) = 27.8 kJ/mol

No. 4
Entry from the OMol25 dataset: an isolated molecule of C16H30N2 (wB97M-V/def2-TZVPD).

The geometry in XYZ format:
```
48
Properties=species:S:1:pos:R:3:forces:R:3:lowdin_charge:R:1
N 5.7096 1.1903 -1.2272 0.04 -0.10 -0.36 -0.013
C 5.3011 1.4371 0.1426 0.14 -0.20 0.28 -0.295
C 5.0464 0.1939 1.0179 -0.23 0.31 -0.01 -0.211
C 3.6190 -0.3524 0.9493 0.26 -0.11 -0.19 -0.226
C 3.2292 -0.9047 -0.4218 -0.23 -0.23 0.26 -0.207
C 1.9277 -1.7051 -0.3904 0.19 0.05 -0.18 -0.251
N 0.7829 -0.8347 -0.2133 0.08 0.17 0.27 -0.057
C -0.4738 -1.5546 -0.1620 -0.25 0.10 0.06 -0.188
C -1.6886 -0.6170 -0.0838 0.34 -0.37 -0.10 -0.433
C -1.7068 0.1634 1.2348 -0.08 0.00 -0.08 -0.097
C -2.9366 1.0688 1.2919 0.00 0.19 0.29 -0.294
C -2.8932 2.0566 0.1272 0.01 -0.05 -0.01 -0.121
C -2.8890 1.2836 -1.1903 -0.02 0.16 -0.25 -0.293
C -4.1574 0.4371 -1.2870 0.03 0.01 0.04 -0.123
C -4.1977 -0.5475 -0.1196 -0.27 -0.19 -0.02 -0.295
C -4.2048 0.2233 1.1988 0.05 -0.02 -0.03 -0.123
C -2.9695 -1.4543 -0.1728 0.00 0.13 0.04 -0.102
C -1.6628 0.3745 -1.2496 -0.11 0.13 0.12 -0.098
H 4.9926 0.6843 -1.7336 0.13 0.00 0.00 0.044
H 6.5537 0.6273 -1.2441 -0.10 0.02 -0.07 0.065
H 6.0973 2.0325 0.5997 -0.16 0.05 0.03 0.103
H 4.3995 2.0544 0.1126 0.03 0.07 0.11 0.110
H 5.2544 0.4573 2.0575 0.06 -0.03 0.05 0.101
H 5.7528 -0.5917 0.7334 0.06 0.00 0.04 0.107
H 2.9285 0.4442 1.2352 -0.06 0.03 0.10 0.105
H 3.5261 -1.1543 1.6881 -0.10 0.01 0.03 0.111
H 4.0250 -1.5612 -0.7824 0.06 0.04 -0.05 0.114
H 3.0983 -0.0869 -1.1315 0.04 0.00 -0.13 0.105
H 1.9919 -2.4833 0.3941 0.02 0.03 -0.11 0.118
H 1.7973 -2.2176 -1.3499 0.02 -0.04 0.09 0.117
H 0.9000 -0.3040 0.6440 -0.01 -0.03 -0.06 0.096
H -0.5115 -2.2677 0.6841 -0.04 0.02 -0.09 0.129
H -0.5437 -2.1421 -1.0841 -0.06 -0.03 0.03 0.126
H -1.7190 -0.5340 2.0770 0.05 -0.06 0.06 0.128
H -0.8091 0.7797 1.3168 0.10 0.04 0.05 0.117
H -2.9348 1.6205 2.2395 0.00 -0.04 -0.07 0.139
H -3.7613 2.7187 0.1688 -0.02 0.07 0.01 0.119
H -1.9957 2.6755 0.1974 0.03 0.07 0.01 0.120
H -2.8574 1.9902 -2.0276 0.00 -0.04 0.05 0.139
H -4.1694 -0.1083 -2.2335 -0.04 -0.01 -0.07 0.119
H -5.0396 1.0811 -1.2603 -0.06 0.02 -0.04 0.118
H -5.1036 -1.1610 -0.1894 0.06 0.04 0.00 0.139
H -4.2503 -0.4746 2.0383 -0.04 -0.02 0.06 0.119
H -5.0863 0.8667 1.2504 -0.06 0.02 0.04 0.119
H -3.0012 -2.1696 0.6533 0.02 -0.09 0.04 0.125
H -2.9712 -2.0235 -1.1055 0.03 -0.07 -0.06 0.125
H -1.6528 -0.1745 -2.1935 0.05 -0.06 -0.10 0.128
H -0.7464 0.9636 -1.1996 0.03 0.01 -0.06 0.118
```
Positions in Å, forces in eV/Å.

Output
spin multiplicity = 1
charge = 0
total energy = -20060.2160 eV
energy relative to the best compared isomer or geometry (same formula, charge and spin) = 8.6 kJ/mol